[1]
The following is a DFT calculation (the ωB97M-V functional and the def2-TZVPD basis) of a molecular structure, C32H96N12O8P4S4.

Structure (ORCA input):
```
! wB97M-V def2-TZVPD RIJCOSX def2/J DEFGRID3
* xyz 0 1
S -0.82087 -0.31820 -1.10826
S -0.53358 -4.24084 -3.55382
S -2.87210 1.28415 -3.38605
S 1.73042 4.03344 -2.73516
P -2.42600 -0.74654 5.90074
P 1.53426 0.10779 -6.31678
P -0.81423 2.76266 1.01798
P 1.63777 -2.73620 2.44331
O 2.89726 0.19819 -6.86044
O -0.66102 -1.73142 -1.70313
O -0.56257 1.95081 -0.24642
O -3.65468 -0.73328 6.73144
O 0.98482 -2.75019 3.74764
O -0.19246 -4.24138 -5.02796
O -4.17192 1.52738 -2.58640
O 2.40719 2.88321 -3.51618
N 2.88389 -3.84140 2.24561
N 0.75313 1.65085 -6.33488
N -1.33915 -2.08825 6.23084
N 2.29978 -1.26899 2.07866
N -2.69264 -0.81974 4.22878
N -1.87754 2.00400 2.09132
N 1.47541 -0.25891 -4.66389
N 0.54636 -1.07313 -7.08438
N 0.65484 3.05483 1.90167
N -1.47234 0.65480 6.08256
N -1.52109 4.33164 0.69664
N 0.55769 -3.12036 1.17254
C 3.30673 -0.94043 1.06128
C -2.09237 4.59295 -0.61020
C -0.44851 0.68244 7.14720
C 1.46354 2.88024 -6.73469
C -3.01364 1.29984 1.55344
C -0.11144 -2.36115 5.44599
C 2.45373 0.44124 -3.76766
C -0.15749 -0.76974 -8.34111
C 0.52094 3.21949 -1.59961
C -2.18579 2.62346 3.43589
C 2.62211 -5.27791 1.90818
C 1.56283 -0.04783 2.64264
C 0.88631 -2.49585 -6.92667
C 1.34392 1.99662 2.73162
C 0.49583 -5.61270 -2.90456
C 2.99526 4.42070 -1.45607
C -1.81077 -3.20872 7.09167
C 0.76968 0.58837 -1.37675
C -3.76674 -1.53581 3.64960
C -1.49402 5.33396 1.68099
C -0.71915 1.71937 -6.38142
C -1.63244 2.15714 -2.29808
C -2.19116 1.93223 5.84533
C 0.38628 -2.82917 -2.81698
C 0.16629 -0.68229 -4.02996
C -0.77182 -3.58605 1.43089
C 4.16444 -3.67876 2.91487
C 0.93429 -2.93430 -0.24948
C -2.33979 -0.43657 -3.02289
C 1.49439 4.12934 1.52914
C -1.63266 -0.37632 3.21757
C -0.58576 -0.53049 0.71621
H 0.68673 1.15815 2.96217
H 1.01018 3.78340 -6.32619
H -1.66588 -4.19522 6.65130
H 2.49340 2.87180 -6.37774
H -1.26266 -3.28511 8.03073
H -4.63352 -1.12984 4.17112
H 2.07672 -5.41722 0.97478
H 1.52915 -5.46067 -3.21638
H 1.55821 2.46848 3.69054
H -2.94939 5.25979 -0.51566
H -1.52348 6.30290 1.18260
H -1.14113 0.74897 -6.11996
H -1.32463 5.08759 -1.20518
H 1.09430 4.80400 0.77226
H 3.95197 -1.77820 0.79682
H 0.93460 -0.34462 3.48248
H -0.24138 -3.09000 4.64598
H 3.74177 4.94569 -2.05207
H -1.46792 2.68900 5.54147
H 1.55680 2.88496 -7.82068
H 0.02119 -3.07040 -7.25767
H 0.20475 -1.27435 0.81558
H 0.02730 -6.41993 -3.46754
H -1.03499 2.48561 -5.67345
H -0.64584 5.27612 2.36315
H 0.04885 -1.81061 -3.00875
H 0.42745 -2.91909 -1.73148
H -1.56067 3.22725 -2.49259
H 2.40326 3.71480 1.09303
H 1.73615 4.68663 2.43417
H -0.00147 -0.30345 7.27472
H 3.62955 -5.62412 1.67729
H -1.47865 -0.94660 1.18278
H -2.87943 -3.12024 7.28723
H -2.29094 3.71044 -1.21836
H 2.81234 -0.59864 0.15197
H 0.29001 -5.72648 -1.84023
H 4.94961 -4.28298 2.46043
H -3.73676 -2.60242 3.87220
H -2.61202 2.17297 6.82155
H 2.25116 1.61228 2.26548
H -2.88378 1.80594 5.01321
H 3.97266 -0.15626 1.42145
H 0.89704 1.43666 -0.70423
H 1.68853 -2.82481 -7.58723
H 0.07042 3.96484 -0.94419
H -3.81499 2.02695 1.42212
H -0.29339 2.85240 -2.22428
H -0.58549 0.10616 -4.06571
H -2.71309 3.57013 3.31815
H 0.31364 -0.84129 -2.96174
H 0.38526 1.34087 6.90350
H -1.25077 2.68658 3.99254
H -2.44719 -0.76698 -1.98974
H -1.05469 1.91418 -7.40003
H 1.32598 -1.93005 -0.41129
H 2.27207 0.71478 2.96440
H -3.35911 0.64184 2.35080
H 1.01009 2.36954 -1.12376
H -3.87717 -1.37754 2.57682
H 1.66003 -3.68407 -0.56449
H -1.39280 -3.04312 0.71835
H -2.14049 0.40828 2.65668
H 2.11825 0.39612 -2.73155
H -1.22625 -0.89746 -8.16921
H 1.41779 -2.89565 -3.16292
H -3.00245 -1.14348 -3.52215
H 4.52785 -2.65137 2.89154
H 2.65497 1.46675 -4.07737
H -1.39371 -0.73035 -3.47757
H -2.72903 0.70431 0.68600
H 0.86498 0.31435 1.88771
H -0.72386 0.04342 3.64884
H -0.63619 1.76326 -2.49917
H -2.46117 5.32679 2.18365
H -0.95246 -3.44976 2.49714
H -0.88370 -4.63185 1.14466
H -2.88782 2.00479 3.99490
H 0.61777 0.91299 -2.40614
H 3.42011 3.57229 -0.91959
H -0.00370 0.23449 -8.73604
H 0.19397 -1.37316 5.10148
H -0.27053 0.31943 1.32148
H -1.36188 -1.15410 2.50354
H 3.42062 -0.04371 -3.90196
H 4.04651 -3.81644 3.98969
H -1.95775 2.00245 -1.26932
H -0.92202 1.00150 8.07568
H 2.10116 -5.77319 2.72756
H 1.61473 -0.09915 -1.41301
H 1.09769 -2.81631 -5.90652
H -0.19118 -1.63864 -4.41168
H 0.16497 -1.48556 -9.09722
H 0.01022 -2.79265 -0.80996
H 2.47529 5.10516 -0.78581
H 0.72585 -2.66905 6.07228
*
```

The calculation puts the total energy at -149467.5626 eV. For the orbital gap, the calculation gives 7.403 eV. Its LUMO energy is -0.11 eV. The calculation puts the energy relative to the best compared isomer or geometry (same formula, charge and spin) at 3280.58 kJ/mol.

[2]
The following is a DFT calculation (the ωB97M-V functional and the def2-TZVPD basis) of 13 unconnected molecules or ions with the total composition C32H96N6O13.

Structure (ORCA input):
```
! wB97M-V def2-TZVPD RIJCOSX def2/J DEFGRID3
* xyz 0 1
O -3.96526 -0.58687 -0.76225
O 4.50385 2.44450 -0.96186
O 1.63062 -7.04091 -2.11221
O -1.96366 -4.75553 -3.45843
O -1.44863 3.05249 3.85069
O 1.29455 -0.00386 5.64861
O -2.60570 6.77985 0.57164
O 1.70527 0.19462 -4.48355
O -2.55599 -5.23412 -0.65336
O 4.88126 1.87671 1.67417
O 0.77470 1.26760 0.29272
O 0.04934 -2.47931 2.42989
O -4.23956 2.15416 0.18464
N -1.68528 3.22250 0.99430
N -1.37187 -0.73202 0.30570
N 4.59735 0.96554 4.39597
N -0.45955 0.31474 3.20587
N 3.54541 -5.38121 -1.16477
N 1.36683 1.29703 -8.03463
C 1.36877 1.38856 -6.56807
C 3.60883 4.22715 -2.22161
C 3.25656 0.38568 4.35336
C -4.76899 -1.75934 -0.79112
C -1.31467 4.18964 4.66662
C 2.70053 0.00492 5.71816
C -1.81704 -3.36115 -3.84223
C -0.97837 0.42017 -1.77634
C 0.81797 -7.69125 -3.07269
C -0.35930 -2.92689 -3.81134
C -2.75449 5.40522 0.86866
C -1.69006 1.86758 4.61157
C 2.00243 1.86450 0.71196
C 1.97811 -3.67992 -0.48810
C -3.82522 7.46242 0.67400
C 2.65280 0.97907 -3.80810
C 3.25770 -0.78657 3.37695
C -1.50981 4.60952 0.55109
C 1.86945 0.12789 -5.86537
C 2.13423 -5.18460 -0.74799
C -1.99607 -4.30412 0.25713
C 0.68780 -0.43675 6.82737
C -1.82804 0.68852 3.67376
C 0.97836 -0.02931 -0.20982
C -0.03364 1.77645 -6.12526
C 1.20229 -5.71114 -1.85019
C -2.47078 -0.56912 4.19818
C -1.21229 4.62276 -0.95007
C -2.78312 -4.31310 1.54123
C -6.21764 -1.36059 -0.96653
C 4.04466 3.78452 -0.82957
C -0.36749 -0.54236 -0.77242
H 3.15891 -0.90485 6.13265
H 1.25939 -0.68358 -6.27811
H 2.57644 2.03706 -0.20602
H -3.02279 5.25672 1.92304
H -2.82538 -5.26967 2.07228
H 0.95169 -1.46322 7.10932
H 4.74486 1.70889 2.63382
H 0.14569 -5.74597 -1.55808
H -2.44142 -1.38361 3.47648
H -0.11151 2.04035 -5.06918
H 4.57011 1.77554 5.01029
H 4.91552 4.39279 -0.55345
H -3.57268 4.97358 0.28043
H -0.45250 -2.95432 3.10066
H 5.77400 2.23638 1.60527
H 3.67038 0.62163 -4.01499
H 2.29532 1.11068 -8.40292
H 1.79096 2.83786 1.15027
H 2.69988 2.04736 -4.04158
H 1.00989 -3.49496 -0.01136
H 5.21883 0.26380 4.78943
H -4.37851 -2.45734 -1.53871
H -0.72918 0.95599 -6.30790
H 4.57803 2.05844 -0.06495
H -0.35672 2.67927 -6.64721
H -4.63004 7.03318 0.06446
H 2.57416 1.20375 1.36641
H 0.13322 0.23380 4.03661
H -3.84161 -4.04439 1.54235
H 0.06432 -1.54537 2.75946
H -2.19050 -3.23389 -4.85780
H -0.02057 1.11965 2.75749
H 2.22614 -1.08014 3.15565
H -2.29776 -3.64362 2.25685
H -0.54601 4.00704 5.42703
H 1.90098 -5.77118 0.14164
H -0.92722 -1.43246 0.89780
H -2.03002 4.20778 -1.54497
H 3.26916 3.98349 -0.08771
H -3.49290 -0.38440 4.53937
H 2.55921 1.14286 3.97584
H -1.47592 1.26438 -1.29838
H 3.73784 -1.66828 3.80837
H -2.00310 -1.01308 5.08775
H -0.23437 -1.52799 -1.22295
H 0.95462 -7.30252 -4.08181
H -0.99493 5.03880 4.06421
H 2.69201 -3.39036 0.28339
H -0.31616 4.04938 -1.20109
H 3.04804 0.72750 6.47273
H 2.89291 -0.10621 -6.18738
H 0.97038 0.10853 7.74285
H -1.58979 3.18155 2.01593
H 3.11827 5.20489 -2.16591
H -2.23891 4.47639 5.17702
H -0.21923 -7.67070 -2.71817
H 2.05606 -3.06660 -1.38586
H 2.05818 2.21126 -6.32500
H -0.14287 -1.86112 -3.89302
H -2.56716 2.02247 5.25337
H -3.30602 2.46896 0.27716
H -1.98650 -3.30310 -0.18548
H 1.29373 -5.09794 -2.75574
H 1.65733 -0.05442 -1.07812
H -6.82564 -2.26346 -0.86797
H -2.22256 -5.28716 -4.21349
H -0.61217 5.01714 1.03677
H 3.80219 -4.72434 -1.89596
H -6.46984 -0.69550 -0.14046
H -0.97420 -4.60786 0.51295
H -4.21760 7.48529 1.69718
H -0.81526 1.75637 5.26120
H -1.04845 5.63926 -1.31199
H -1.83223 -0.02770 -2.29168
H 1.52367 -0.65532 0.50833
H 1.12793 2.19915 -8.42856
H -2.27373 -5.02413 -1.55751
H -4.19539 1.18927 0.03018
H 0.20166 -3.50419 -4.54804
H -4.69101 -2.26854 0.17601
H -6.46582 -0.88937 -1.91548
H -0.93698 2.66595 0.59749
H -3.05062 -0.77895 -0.45179
H -2.44231 0.99850 2.82110
H -1.35326 0.08922 0.90008
H 0.07369 -3.18546 -2.83938
H 4.42706 4.42959 -2.91249
H 3.69115 -0.58836 2.39730
H 2.51192 0.86717 -2.73610
H -0.39504 -0.32022 6.82268
H -0.27473 0.77001 -2.53473
H 3.50756 -6.27935 -1.64681
H -3.65728 8.47357 0.30681
H 1.07374 -8.75017 -3.00011
H 2.92810 3.48477 -2.63547
H -2.42584 -2.84611 -3.10018
*
```

The calculation puts the total energy at -70296.1085 eV. For the orbital gap, the calculation gives 9.124 eV. Its LUMO energy is 0.15 eV. The calculation puts the energy relative to the best compared isomer or geometry (same formula, charge and spin) at 0.09 kJ/mol.